Entry 1:
13
Properties=species:S:1:pos:R:3:forces:R:3:nbo_charge:R:1 method="wB97M-V/def2-TZVPD" charge=+1 smiles="COC(=[NH2+])NN=O" e_above_lowest_kj_mol=263.27 lumo_energy_ha=-0.1712
C -1.394 0.569 0.100 -1.462 1.525 1.493 -0.310
O 0.029 0.947 -0.148 -2.995 0.224 0.223 -0.386
C 0.933 0.113 -0.055 7.564 1.585 -0.564 0.867
N 1.033 -1.174 0.032 -1.507 -2.198 1.002 -0.763
N 2.314 0.737 -0.127 -2.956 -4.096 0.386 -0.475
N 3.356 -0.167 0.093 0.605 0.738 -0.059 0.230
O 4.429 0.349 0.101 -0.858 -0.281 -0.044 -0.230
H -1.908 1.544 0.327 0.789 -0.760 -0.668 0.254
H -1.497 0.075 1.089 0.491 -0.309 -0.846 0.222
H -1.955 0.091 -0.720 1.079 -0.030 0.139 0.250
H 1.908 -1.695 0.021 0.546 1.127 -0.319 0.470
H 0.424 -1.759 0.588 -1.144 0.376 -0.414 0.443
H 2.592 1.669 -0.224 -0.153 2.098 -0.329 0.428

Entry 2:
39
Properties=species:S:1:pos:R:3:forces:R:3:nbo_charge:R:1 method="wB97M-V/def2-TZVPD" charge=0 e_above_lowest_kj_mol=1261.36 lumo_energy_ha=-0.0235
O -0.065 0.586 0.017 -2.166 -1.193 1.197 -1.016
H -0.029 -0.038 -0.708 -0.245 -0.142 0.752 0.523
H 0.231 0.085 0.778 0.432 1.205 -0.061 0.527
O 1.940 1.407 -0.503 3.985 3.467 1.333 -0.970
H 0.986 1.371 -0.423 -0.603 0.753 1.244 0.484
H 2.247 1.601 0.382 0.020 0.154 0.080 0.512
O 1.122 -0.485 2.281 2.232 -0.087 2.869 -0.942
H 0.441 -1.126 2.078 0.228 1.551 1.528 0.447
H 1.944 -0.960 2.157 0.458 0.405 0.644 0.478
O -2.577 -0.167 1.613 -1.012 -5.399 1.431 -0.976
H -1.656 -0.211 1.868 -0.446 0.859 0.194 0.422
H -2.670 0.690 1.197 -0.168 0.172 -0.271 0.491
O -0.375 -1.624 1.145 -5.104 -3.393 2.902 -0.882
H -0.059 -2.286 1.760 -0.573 -1.945 0.035 0.503
H -1.328 -1.711 1.168 -1.386 0.710 0.308 0.545
O -1.486 -2.112 -0.994 -0.907 -2.020 0.877 -0.915
H -1.570 -2.271 -0.054 -0.782 -0.897 -1.550 0.402
H -1.359 -1.166 -1.067 -0.360 0.276 -0.532 0.468
O -0.871 -0.092 -1.990 -3.417 0.960 -2.269 -0.998
H 0.073 -0.077 -2.149 1.980 -0.084 -1.515 0.483
H -1.260 -0.157 -2.862 -0.215 -0.533 -0.180 0.502
O -1.356 2.307 -1.197 -0.399 1.918 -0.928 -0.971
H -1.625 1.889 -2.015 0.009 -0.017 0.123 0.485
H -0.859 1.633 -0.735 0.071 -0.424 -1.020 0.457
O 1.167 -2.229 -2.170 -0.253 -2.219 -2.037 -0.978
H 1.019 -1.746 -1.357 0.458 -0.594 -0.540 0.466
H 1.781 -1.686 -2.664 -0.073 -0.224 0.213 0.460
O 1.426 -1.335 -0.005 3.710 -0.213 0.421 -0.927
H 0.699 -1.481 0.601 1.419 -0.243 -2.240 0.434
H 2.201 -1.298 0.554 0.620 0.050 -1.133 0.459
O 1.469 0.117 -2.215 0.419 -0.635 -3.869 -0.956
H 1.648 0.712 -1.487 1.785 0.020 0.299 0.471
H 1.753 0.598 -2.993 0.011 0.152 -0.350 0.483
O -1.994 1.826 1.163 1.017 4.638 0.481 -0.906
H -1.635 2.225 1.955 -0.577 0.056 0.359 0.462
H -1.349 2.021 0.483 -0.684 0.533 0.076 0.504
O 0.927 1.839 1.867 -0.094 1.992 0.707 -0.968
H 0.876 1.012 2.347 0.302 -0.132 0.370 0.484
H 0.173 2.342 2.175 0.311 0.523 0.052 0.454

Entry 3:
17
Properties=species:S:1:pos:R:3:forces:R:3:nbo_charge:R:1 method="wB97M-V/def2-TZVPD" charge=+1 e_above_lowest_kj_mol=391.30 lumo_energy_ha=-0.1540
C 0.342 -0.880 -1.414 -0.407 1.064 0.194 0.335
C -0.577 1.357 1.924 0.678 -0.521 0.815 -0.619
C 2.218 -1.748 -1.974 -1.488 2.542 -4.325 0.277
C -1.647 0.642 1.258 -3.140 -3.032 -0.411 -0.373
C -1.513 0.527 -0.355 0.260 2.612 2.085 -0.265
N -0.474 -0.225 -0.907 2.120 -1.979 -0.609 -0.347
O 2.734 -1.874 -0.892 3.406 -0.972 5.836 -0.557
H -0.434 2.265 1.458 0.634 2.309 -0.706 0.205
H 0.291 0.754 1.811 1.230 -0.279 -0.011 0.197
H -0.716 1.482 2.989 -0.299 0.101 0.153 0.242
H 1.727 -2.567 -2.409 -0.654 -1.063 -0.341 0.215
H 2.676 -1.002 -2.642 -0.869 -0.069 -0.067 0.207
H -2.679 1.116 1.395 1.388 -0.524 -0.241 0.233
H -1.707 -0.381 1.839 -0.266 1.494 -1.779 0.222
H -2.399 0.168 -0.819 -0.925 -0.039 -0.188 0.251
H -1.264 1.589 -0.675 -0.728 -1.136 0.161 0.241
H 3.421 -1.223 -0.588 -0.939 -0.508 -0.565 0.538

Entry 4:
60
Properties=species:S:1:pos:R:3:forces:R:3:nbo_charge:R:1 method="wB97M-V/def2-TZVPD" charge=+2 lumo_energy_ha="-0.3104 / -0.3104"
W -0.054 -0.358 -0.063 2.227 2.998 0.410 1.155
Si -0.241 -0.488 -2.522 -0.951 -0.787 -3.866 0.526
P -2.183 -1.529 -0.053 -1.554 -1.892 -0.565 1.089
N 0.990 -1.694 0.386 -2.065 1.230 -0.698 -0.499
H -1.229 0.392 0.962 0.290 -0.783 0.796 -0.100
C -3.176 -1.653 1.467 0.138 0.207 0.407 -0.940
H -3.992 -2.378 1.300 0.397 0.303 0.024 0.267
H -3.607 -0.678 1.731 0.098 -0.217 -0.117 0.259
H -2.557 -1.988 2.310 -0.147 0.037 -0.213 0.262
C -3.491 -1.180 -1.283 -0.081 0.357 -0.245 -0.938
H -4.308 -1.901 -1.113 0.351 0.223 0.019 0.266
H -3.148 -1.283 -2.319 0.086 -0.047 0.297 0.268
H -3.886 -0.165 -1.166 0.105 -0.198 0.058 0.260
C -1.800 -3.292 -0.385 -0.198 -0.125 0.033 -0.938
H -2.755 -3.843 -0.354 0.391 0.090 -0.048 0.258
H -1.129 -3.687 0.389 -0.176 0.110 -0.138 0.254
H -1.329 -3.435 -1.366 -0.156 0.139 0.240 0.265
C -1.155 0.676 -3.699 -0.408 0.417 0.540 -1.029
H -0.819 1.703 -3.551 -0.115 0.021 -0.085 0.236
H -2.240 0.644 -3.597 0.041 0.094 -0.071 0.234
H -0.880 0.368 -4.717 0.027 -0.107 0.311 0.258
H 1.059 -0.239 -3.217 0.151 -0.610 0.705 -0.080
H -0.767 -1.774 -3.117 0.353 -0.105 0.681 -0.116
C 1.944 -2.667 0.451 -0.195 0.017 0.024 0.012
C 3.376 -3.992 1.804 -0.203 0.231 -0.845 -0.184
C 2.463 -2.948 1.714 0.134 -0.488 -0.352 -0.169
C 2.285 -3.309 -0.750 0.249 -0.461 0.544 -0.202
C 3.205 -4.353 -0.664 -0.209 0.552 0.591 -0.179
C 3.729 -4.672 0.608 0.338 -0.295 0.298 -0.146
H 3.787 -4.248 2.775 0.110 -0.198 -0.284 0.250
H 2.064 -2.339 2.526 0.421 -0.415 0.088 0.236
H 1.770 -2.986 -1.658 0.312 -0.292 0.120 0.230
H 3.492 -4.887 -1.567 0.075 -0.030 0.341 0.249
H 4.457 -5.496 0.683 -0.445 0.468 -0.065 0.248
C -2.299 2.686 -0.557 0.561 -0.666 -1.016 0.667
O -1.793 1.679 -1.088 0.202 0.101 1.417 -0.623
C -1.749 3.335 0.671 -0.260 0.359 0.464 -0.742
H -2.457 4.089 1.037 0.235 -0.210 -0.010 0.255
H -0.821 3.865 0.414 -0.130 -0.130 -0.096 0.267
H -1.501 2.643 1.489 -0.178 0.064 -0.454 0.247
C -3.433 3.334 -1.299 0.248 -0.461 -0.023 -0.722
H -4.333 3.381 -0.668 0.282 0.277 -0.188 0.259
H -3.616 2.704 -2.177 -0.155 0.362 0.129 0.245
H -3.101 4.335 -1.616 -0.365 -0.173 0.211 0.266
N 2.635 0.441 -1.596 0.547 0.293 1.450 -0.793
C 2.436 1.354 -0.575 -0.234 -0.698 -0.294 0.303
N 1.428 1.216 0.292 0.434 0.493 -0.007 -0.667
C 1.573 2.164 1.358 0.671 -0.895 -0.378 0.191
C 0.877 2.103 2.558 0.251 0.678 0.171 -0.258
C 1.246 3.050 3.535 -0.226 -0.268 -0.117 -0.175
C 2.333 3.935 3.359 -0.268 -0.207 -0.261 -0.185
C 3.085 3.891 2.173 -0.528 0.043 0.245 -0.173
C 2.689 2.997 1.176 -0.289 0.565 0.425 -0.238
S 3.496 2.704 -0.369 -0.762 -0.463 0.772 0.499
H 3.462 0.687 -2.121 0.052 -0.297 -0.380 0.421
H 2.688 -0.539 -1.262 -0.083 0.768 -0.384 0.416
H 0.098 1.326 2.681 0.467 0.752 0.195 0.230
H 0.664 3.092 4.459 0.324 -0.036 -0.224 0.243
H 2.577 4.661 4.157 -0.100 -0.610 -0.641 0.256
H 3.939 4.544 2.028 -0.085 -0.082 0.056 0.249

Entry 5:
11
Properties=species:S:1:pos:R:3:forces:R:3:nbo_charge:R:1 method="wB97M-V/def2-TZVPD" charge=0 smiles="CC(=O)O.O" e_above_lowest_kj_mol=58.44 lumo_energy_ha=0.0177
C -0.702 -2.013 -1.023 0.204 1.587 -2.387 -0.729
C 0.095 -0.736 -0.871 1.296 0.088 0.646 0.792
O 1.239 -0.480 -1.181 -0.654 -0.799 -0.291 -0.599
O -0.616 0.136 -0.169 -1.037 0.959 1.144 -0.702
H -0.005 -2.725 -1.485 -0.715 -0.311 0.563 0.245
H -1.521 -1.732 -1.745 0.766 -0.556 0.448 0.241
H -1.218 -2.188 -0.103 0.154 -0.751 0.570 0.246
H -0.060 0.830 0.232 -0.027 -0.135 -0.693 0.504
O 0.993 3.147 1.760 -0.527 0.039 0.701 -0.936
H 1.316 2.289 2.055 0.143 0.063 -0.015 0.466
H 0.480 3.472 2.529 0.398 -0.185 -0.685 0.472

Entry 6:
51
Properties=species:S:1:pos:R:3:forces:R:3:mulliken_spin:R:1 method="wB97M-V/def2-TZVPD" charge=0 s_squared=2.003 multiplicity=3 lumo_energy_ha="-0.0157 / -0.0668"
Ni 0.231 -1.649 -0.721 -0.941 -0.497 -0.367 1.872
B 1.317 -3.994 1.117 1.212 -0.990 0.515 -0.002
F 0.606 -2.761 0.898 -0.323 0.780 -0.062 0.024
F 1.960 -3.959 2.353 -0.338 0.277 -0.617 0.001
F 0.392 -5.041 1.093 -0.092 0.191 -0.324 0.001
F 2.238 -4.068 0.053 -0.372 -0.053 0.073 0.000
B -0.065 0.431 0.595 -0.256 0.865 0.754 -0.018
F -1.140 -0.523 0.526 0.134 -0.123 0.084 0.033
F 0.229 0.619 -0.761 0.530 0.599 -0.682 0.001
F -0.420 1.638 1.155 -0.067 -0.350 0.212 0.001
F 1.000 -0.221 1.213 0.019 0.454 0.011 0.005
C -1.080 -0.665 -5.247 -0.352 0.220 0.616 0.000
C -0.697 -0.871 -3.850 0.024 0.248 -0.302 -0.015
N -0.408 -1.022 -2.756 0.179 -0.538 0.484 0.042
H -1.526 -1.594 -5.595 0.139 0.050 -0.306 0.000
H -0.236 -0.326 -5.839 0.106 -0.270 -0.052 0.000
H -1.833 0.125 -5.269 -0.055 -0.063 0.010 0.000
C 3.160 0.255 3.396 0.327 -0.076 0.016 0.000
C 4.339 0.396 4.251 -0.036 -0.187 -0.258 0.000
N 5.246 0.543 4.938 0.089 0.008 0.045 0.000
H 3.109 -0.703 2.880 0.118 -0.159 0.307 0.000
H 3.208 1.000 2.604 -0.300 0.222 0.214 0.000
H 2.296 0.358 4.048 -0.241 0.143 -0.349 0.000
C -2.361 -5.319 -0.099 0.392 -0.367 -0.251 0.001
C -1.920 -3.971 -0.420 -0.443 -0.497 0.397 0.008
N -1.548 -2.925 -0.683 0.920 0.422 -0.443 0.028
H -1.510 -5.963 -0.333 -0.093 -0.029 0.014 0.000
H -3.212 -5.614 -0.709 -0.050 0.132 -0.025 0.000
H -2.580 -5.474 0.953 -0.014 0.377 0.064 0.000
C 4.092 -0.772 -3.298 0.307 -0.041 0.059 0.000
C 3.062 -0.902 -2.285 0.223 0.046 -0.052 -0.002
N 2.230 -0.985 -1.510 -0.578 -0.737 0.339 0.023
H 5.067 -0.604 -2.840 -0.100 0.116 0.121 0.000
H 3.846 0.070 -3.942 0.052 -0.075 -0.111 0.000
H 4.174 -1.700 -3.860 -0.179 0.065 -0.105 0.000
Cl -2.839 4.113 2.823 -0.324 -0.322 -0.037 0.000
C -1.173 4.691 2.760 0.481 0.841 -0.316 0.000
C -0.555 4.817 4.150 -0.421 -0.774 -0.418 0.000
Cl -1.529 5.871 5.193 0.070 0.252 0.129 0.000
H -1.209 5.656 2.252 -0.026 0.081 0.245 0.000
H -0.614 4.040 2.089 0.098 -0.304 0.388 0.000
H 0.461 5.197 4.124 0.002 0.087 -0.155 0.000
H -0.561 3.829 4.609 0.112 0.067 0.108 0.000
Cl -3.095 2.767 -3.255 0.120 0.477 -0.380 0.000
C -2.301 2.447 -1.700 -0.206 -0.430 0.574 0.000
C -3.354 2.161 -0.615 1.020 -0.320 -0.275 0.000
Cl -4.485 0.886 -1.138 -0.155 0.087 0.107 0.000
H -1.665 3.274 -1.386 -0.271 0.271 -0.169 0.000
H -1.621 1.623 -1.894 -0.236 -0.258 0.290 0.000
H -3.874 3.070 -0.330 -0.300 -0.093 -0.157 0.000
H -2.855 1.751 0.260 0.092 0.177 0.035 0.000

Entry 7:
16
Properties=species:S:1:pos:R:3:forces:R:3:nbo_charge:R:1 method="wB97M-V/def2-TZVPD" charge=+1 smiles="CCC1([NH3+])C=C1" e_above_lowest_kj_mol=297.62 lumo_energy_ha=-0.1331
C 1.437 0.618 1.236 0.924 1.280 -1.312 -0.652
C 1.248 0.249 -0.259 -3.599 0.693 0.124 -0.388
C -0.406 -0.327 -0.510 4.486 1.699 0.995 0.036
N -1.417 0.556 0.224 0.004 2.470 -1.840 -0.715
C -0.790 -0.961 -1.725 -1.890 -1.232 -2.157 -0.154
C -0.726 -1.746 -0.684 -0.639 0.073 1.194 -0.154
H 2.483 0.427 1.431 0.123 -0.328 0.603 0.252
H 0.793 0.006 1.805 -0.351 -0.762 1.202 0.191
H 1.330 1.702 1.528 -0.354 -1.017 -0.640 0.225
H 1.862 -0.633 -0.540 -0.355 0.962 -0.164 0.241
H 1.347 1.212 -0.858 0.249 -1.703 0.169 0.226
H -1.190 0.688 1.204 0.345 0.227 0.209 0.446
H -2.322 0.100 0.193 -0.464 0.051 -0.156 0.438
H -1.490 1.553 -0.283 0.107 -2.653 1.562 0.460
H -1.202 -0.873 -2.775 0.975 -0.024 1.442 0.274
H -0.956 -2.572 0.015 0.437 0.264 -1.231 0.274

Entry 8:
71
Properties=species:S:1:pos:R:3:forces:R:3:mulliken_charge:R:1 method="wB97M-V/def2-TZVPD" charge=+2 e_above_lowest_kj_mol=33.60 lumo_energy_ha=-0.2217
Sc 0.570 0.798 -0.605 -0.068 0.574 -0.719 -0.515
F 2.643 4.649 -0.070 0.118 0.049 0.006 -0.201
C 3.507 4.498 -1.107 -0.127 0.164 0.362 0.607
F 4.651 5.058 -0.728 0.319 -0.067 -0.060 -0.280
F 3.023 5.195 -2.126 -0.028 -0.028 -0.262 -0.205
C 3.667 3.023 -1.389 -0.048 -0.060 0.265 -0.172
C 4.895 2.395 -1.378 -0.426 0.018 -0.016 -0.331
C 4.938 1.005 -1.498 -0.250 -0.181 -0.003 -1.010
C 3.753 0.299 -1.493 0.351 -0.175 0.044 -0.059
N 2.544 0.890 -1.468 0.907 0.611 -0.345 0.184
C 2.495 2.254 -1.523 0.392 -0.277 -0.230 0.688
S 0.935 2.934 -1.790 -0.517 -0.064 -0.138 -0.507
H 5.802 2.969 -1.265 0.060 0.078 -0.051 0.564
H 5.883 0.493 -1.559 0.055 -0.130 0.023 0.460
H 3.748 -0.786 -1.523 0.006 0.072 0.058 0.459
C -3.844 -0.387 0.786 -0.030 -0.362 0.060 -0.656
N -3.502 1.001 0.996 0.370 0.150 -0.036 0.324
C -4.627 1.866 1.308 -0.196 0.162 0.070 -1.257
C -2.254 1.466 0.795 0.035 0.005 0.176 0.316
N -1.392 0.895 -0.061 -0.850 0.393 0.481 1.032
C -1.848 0.225 -1.230 -0.617 0.056 -0.341 -0.391
C -2.933 0.735 -1.926 0.509 -0.097 0.022 -0.614
C -3.366 0.170 -3.126 0.104 -0.194 -0.066 -0.955
C -2.692 -0.894 -3.660 -0.010 0.073 0.136 -1.036
C -1.575 -1.455 -3.002 0.060 0.140 -0.135 1.430
C -0.905 -2.554 -3.584 0.137 0.026 0.157 -0.925
C 0.201 -3.100 -2.992 -0.165 0.048 -0.101 -0.969
C 0.658 -2.596 -1.772 -0.093 0.474 -0.015 -0.897
C -0.001 -1.566 -1.116 0.221 -0.597 -0.293 0.106
N 0.477 -1.115 0.154 0.251 -0.756 0.337 0.488
C 0.963 -1.984 1.044 -0.113 0.091 0.311 0.251
N 0.610 -3.290 1.077 0.126 0.340 0.091 0.246
C -0.691 -3.760 0.653 -0.323 -0.049 -0.039 -0.633
C 1.572 -4.346 1.337 0.163 -0.181 0.047 -1.268
N 1.786 -1.533 2.022 -0.208 -0.055 -0.336 0.181
C 1.927 -2.200 3.305 -0.002 -0.181 0.339 -1.164
C 2.517 -0.286 1.963 -0.074 0.337 -0.298 -0.514
C -1.127 -0.915 -1.755 0.049 0.164 0.475 0.347
N -1.834 2.521 1.527 -0.065 -0.330 -0.281 0.130
C -2.289 2.741 2.887 -0.210 0.037 0.351 -1.227
C -0.677 3.290 1.128 0.095 -0.050 -0.371 -1.056
H -4.312 -0.771 1.694 -0.027 -0.032 -0.033 0.510
H -2.947 -0.966 0.578 -0.090 -0.048 0.070 -0.120
H -4.542 -0.502 -0.046 0.030 -0.013 -0.008 0.320
H -5.469 1.569 0.684 0.009 0.008 -0.078 0.413
H -4.385 2.901 1.087 0.046 0.068 0.021 0.406
H -4.946 1.783 2.346 0.024 -0.017 0.074 0.371
H -3.439 1.609 -1.541 0.002 0.026 0.035 0.582
H -4.221 0.590 -3.633 -0.044 0.035 -0.073 0.458
H -3.000 -1.317 -4.603 -0.040 -0.081 -0.090 0.491
H -1.275 -2.948 -4.519 -0.041 -0.021 -0.087 0.491
H 0.718 -3.928 -3.454 0.043 -0.025 -0.050 0.487
H 1.540 -3.033 -1.319 -0.052 0.021 0.043 0.567
H -1.393 -2.930 0.611 -0.028 -0.047 -0.006 0.034
H -1.046 -4.483 1.390 -0.021 0.043 -0.018 0.452
H -0.660 -4.251 -0.324 0.022 0.026 0.047 0.272
H 2.564 -3.935 1.491 0.021 -0.017 0.009 0.381
H 1.605 -5.009 0.470 0.007 -0.008 -0.013 0.421
H 1.285 -4.940 2.206 0.031 -0.005 0.018 0.386
H 1.171 -2.966 3.425 -0.009 -0.045 -0.022 0.405
H 1.791 -1.472 4.105 -0.007 0.041 -0.063 0.379
H 2.918 -2.641 3.424 -0.011 -0.049 -0.022 0.382
H 2.213 0.324 1.090 0.409 -0.330 0.450 -0.034
H 3.593 -0.483 1.902 -0.109 0.172 -0.115 0.309
H 2.330 0.295 2.871 -0.015 -0.022 -0.149 0.372
H -2.891 1.903 3.222 -0.018 0.005 0.050 0.415
H -2.869 3.661 2.965 -0.030 -0.005 0.060 0.367
H -1.422 2.822 3.544 -0.006 -0.001 -0.016 0.447
H -0.800 3.661 0.106 0.215 -0.174 0.244 0.299
H 0.268 2.696 1.210 -0.311 0.373 0.026 0.262
H -0.586 4.155 1.783 0.090 -0.109 0.023 0.507